[1]
Computed, not measured: C35H42N3O2P2Si2Y as an isolated structure, with ωB97M-V with the def2-TZVPD basis set.

Energy relative to the best compared isomer or geometry (same formula, charge and spin)   293.0 kJ/mol
Gap between HOMO and LUMO   7.95 eV
Energy   -2973.8522 Eh
Maximum force   0.766 eV/A
Highest occupied orbital energy   -7.6483 eV

```
! wB97M-V def2-TZVPD RIJCOSX def2/J DEFGRID3
* xyz 0 1
Y -0.03981 -0.77128 0.39098
C 3.06031 -0.99618 -2.94827
Si 3.36206 -0.77642 -1.11526
C 3.68285 -2.49478 -0.36472
C 4.95385 0.17873 -0.87314
N 2.00031 -0.06483 -0.30414
P 1.68591 1.52483 -0.00648
C 0.11568 1.67173 0.54310
P -1.35332 1.68575 -0.25343
N -1.60651 0.24674 -0.99568
Si -2.66539 -0.51258 -2.12999
C -3.24359 -2.14518 -1.41644
C -4.20786 0.44599 -2.60206
C -1.69166 -0.85403 -3.69624
C -1.69300 3.09129 -1.35489
C -1.70630 2.94494 -2.73675
C -1.90052 4.04518 -3.56037
C -2.07937 5.30186 -3.00294
C -2.06681 5.45699 -1.62225
C -1.87359 4.35752 -0.80208
C -2.64988 1.86973 1.02022
C -2.33167 1.84040 2.37292
C -3.33852 1.89037 3.33106
C -4.66481 1.98692 2.94138
C -4.98783 2.04393 1.58987
C -3.98541 1.98603 0.63651
C 2.12937 2.43936 -1.51581
C 3.13998 3.39004 -1.60846
C 3.41130 4.00305 -2.82579
C 2.67732 3.66933 -3.95342
C 1.67383 2.71183 -3.87074
C 1.40584 2.09957 -2.65912
C 2.79094 2.11575 1.30630
C 2.78332 3.46333 1.66434
C 3.55044 3.90856 2.72777
C 4.31523 3.00692 3.45806
C 4.30591 1.66159 3.12693
C 3.54633 1.21819 2.05152
H 3.85973 -1.57829 -3.41130
H 3.01448 -0.02251 -3.44071
H 2.11291 -1.50652 -3.14809
H 4.75710 -2.69766 -0.43354
H 2.36217 -3.32799 -1.59729
H 3.46006 -2.44750 0.71201
H 5.75347 -0.33534 -1.41334
H 5.25401 0.26304 0.17156
H 4.87621 1.18963 -1.27978
H -4.00735 -2.58936 -2.05966
H -3.68759 -2.00108 -0.42697
H -2.42466 -2.86266 -1.33502
H -4.94212 0.46593 -1.79508
H -4.67319 -0.08176 -3.44036
H -4.01349 1.47064 -2.92265
H -2.22851 -1.54400 -4.35198
H -0.72932 -1.31453 -3.45706
H -1.50010 0.05989 -4.26495
H -1.57176 1.96354 -3.17237
H -1.91090 3.92066 -4.63593
H -2.23107 6.16168 -3.64284
H -2.21010 6.43714 -1.18592
H -1.86250 4.47830 0.27504
H -1.28610 1.79894 2.65518
H -3.08283 1.86439 4.38283
H -5.44818 2.03040 3.68724
H -6.02190 2.13684 1.28258
H -4.23686 2.04522 -0.41490
H 3.72545 3.64809 -0.73541
H 4.20058 4.74087 -2.89235
H 2.89136 4.15010 -4.89942
H 1.10590 2.44196 -4.75253
H 0.64550 1.32831 -2.59102
H 2.15448 4.15646 1.11707
H 3.54549 4.95674 2.99797
H 4.90976 3.35499 4.29315
H 4.88790 0.95512 3.70499
H 3.52432 0.16690 1.79187
O 3.00266 -3.61861 -0.93726
C 0.08187 -4.10184 -1.11914
C 0.39169 -5.33714 -0.28898
C 0.53382 -4.88953 1.16690
C 0.26645 -3.42573 1.03956
O 0.27467 -2.54398 1.92682
N 0.00564 -3.06717 -0.26214
H 1.29959 -5.79248 -0.68467
H -0.41216 -6.05939 -0.45368
H 1.53737 -5.02461 1.57295
H -0.17119 -5.34015 1.86577
*
```

***

[2]
Computed, not measured: C35H43AsFN3O9SSb2W as an isolated structure, with ωB97M-V with the def2-TZVPD basis set.

Energy relative to the best compared isomer or geometry (same formula, charge and spin)   659.7 kJ/mol
Gap between HOMO and LUMO (spin up / spin down)   5.17 / 5.18 eV
Energy   -5481.6890 Eh
Maximum force   1.250 eV/A
Highest occupied orbital energy (spin up / spin down)   -11.4933 / -11.4971 eV

```
! wB97M-V def2-TZVPD RIJCOSX def2/J DEFGRID3
* xyz 2 1
W -1.79413 1.07949 -0.91127
O -2.85331 -0.15453 -1.81453
As -2.24846 -1.37204 0.64121
O -0.89162 -2.51669 1.30472
O 0.44177 -0.51583 -1.07781
C -2.34864 -0.38171 2.36479
C -2.07652 -1.14946 3.49457
C -2.15228 -0.61824 4.77701
C -2.50852 0.70417 4.96440
C -2.81812 1.48301 3.86005
C -2.74357 0.94161 2.58427
S -3.25780 2.02821 1.29160
O -3.79760 1.15205 0.21686
O -4.13984 3.00014 1.83601
O -2.03287 2.61588 0.63289
H -3.01462 -0.19679 -2.76530
H -1.79811 -2.18762 3.37277
H -1.94297 -1.25032 5.63038
H -2.57560 1.12516 5.95796
H -3.14499 2.50625 3.98298
C 0.18161 4.73337 -0.35159
Sb 0.25309 2.91852 -1.44250
C 2.21003 2.21010 -1.05253
C 0.39447 3.60434 -3.47006
C -0.32417 4.90315 -3.68035
C 0.37783 6.09720 -3.52102
C -0.23704 7.32695 -3.68058
C -1.58217 7.37979 -4.01581
C -2.28861 6.20207 -4.18802
C -1.68307 4.95697 -4.02208
C -2.51618 3.72289 -4.21092
Sb -3.26838 2.94163 -2.36366
C -3.95870 4.66833 -1.36370
C -5.04746 1.98093 -2.99389
H 1.16216 5.20610 -0.34920
H -0.13779 4.51847 0.66533
H -0.53400 5.40389 -0.82554
H 2.93842 2.90053 -1.47412
H 2.32372 1.22391 -1.49535
H 2.34014 2.14033 0.02557
H 0.02030 2.79077 -4.08791
H 1.46088 3.71753 -3.66700
H 1.43326 6.05583 -3.27496
H 0.33245 8.23807 -3.55630
H -2.07507 8.33212 -4.15664
H -3.33434 6.24436 -4.47124
H -1.99267 2.91109 -4.71411
H -3.41141 3.95607 -4.78823
H -4.75315 5.11819 -1.95671
H -3.14098 5.37816 -1.25413
H -4.33620 4.39034 -0.38168
H -5.77791 2.73447 -3.28323
H -5.43234 1.38278 -2.17112
H -4.83768 1.34204 -3.85072
F 2.36248 -1.51698 4.06864
C 1.83124 -1.97878 2.92206
C 0.94472 -1.26458 2.25589
C 0.28982 -1.78202 1.00989
C -0.23408 -0.55610 0.20832
O -0.23273 0.65804 0.66418
C 0.03268 -1.33351 -2.05244
C 0.19105 -2.64643 -1.96228
N 0.96396 -3.25596 -0.93435
C 1.60602 -4.49343 -1.40310
C 2.27646 -4.47596 -2.74101
C 3.10274 -4.55609 -1.49602
C 1.12240 -2.86579 0.31793
C 1.92332 -3.67285 1.18631
C 2.24404 -3.30806 2.46347
N 2.92595 -4.18659 3.29240
C 3.47802 -3.80072 4.59768
C 4.41228 -4.91377 5.09359
N 4.96084 -5.63940 3.90051
C 3.87477 -6.44088 3.23129
C 2.58935 -5.60873 3.26026
C -0.55559 -0.56395 -3.22155
O -0.78184 -1.13255 -4.26572
O -0.80599 0.67584 -2.92725
H 0.62320 -0.29381 2.61044
H -0.12479 -3.30442 -2.75438
H 1.04734 -5.37715 -1.11875
H 2.28841 -3.53999 -3.28161
H 2.16632 -5.35600 -3.35728
H 3.65198 -3.66825 -1.21219
H 3.58155 -5.49398 -1.24703
H 2.28344 -4.61554 0.81465
H 2.70072 -3.64345 5.34978
H 4.03978 -2.87849 4.49493
H 3.90385 -5.65842 5.70286
H 5.24225 -4.50524 5.66459
H 5.74343 -6.24133 4.15984
H 5.31669 -4.94822 3.23697
H 3.76440 -7.36827 3.79005
H 4.21315 -6.66993 2.22294
H 1.99160 -5.85832 4.14246
H 1.98352 -5.84397 2.39348
*
```

***

[3]
Computed, not measured: C35H43Cl2N2O4RuS as an isolated structure, with ωB97M-V with the def2-TZVPD basis set.

Energy relative to the best compared isomer or geometry (same formula, charge and spin)   55.3 kJ/mol
Expectation value of S²   8.78
Gap between HOMO and LUMO (spin up / spin down)   7.19 / 6.44 eV
Energy   -3183.3207 Eh
Maximum force   0.776 eV/A
Highest occupied orbital energy (spin up / spin down)   -7.5270 / -7.7437 eV

```
! wB97M-V def2-TZVPD RIJCOSX def2/J DEFGRID3
* xyz 0 6
Ru 0.13599 0.57965 -0.43628
C 1.31388 1.06150 1.40939
C 1.52979 -0.33531 1.27918
C 0.52623 -0.97656 2.14493
C -0.20351 0.05363 2.75908
C 0.24977 1.30338 2.36443
C -0.16325 2.64946 2.91476
C -0.54350 3.62522 1.79850
C 1.03290 3.23434 3.67981
C -1.33644 2.50873 3.88160
C 0.22925 -2.45205 2.39693
C -1.09845 -2.61229 3.15154
C 0.08486 -3.25206 1.09850
C 1.31306 -3.05794 3.30129
C 2.95253 -0.79010 0.88342
C 3.13340 -2.20880 0.34490
C 3.53090 0.16373 -0.17577
C 3.81021 -0.64969 2.15477
H 2.05460 1.79797 1.14064
H -1.03437 -0.11036 3.42133
H 0.31840 3.87403 1.18345
H -0.91437 4.55857 2.22537
H -1.32604 3.22401 1.15431
H 1.89921 3.35544 3.02910
H 1.31859 2.59407 4.51482
H 0.77370 4.21731 4.07628
H -2.22162 2.09057 3.40011
H -1.61051 3.49053 4.26956
H -1.08628 1.87391 4.73202
H -1.92638 -2.15369 2.61162
H -1.06378 -2.18744 4.15480
H -1.32169 -3.67519 3.25432
H -0.79899 -2.93301 0.54600
H -0.02913 -4.30977 1.34227
H 0.93574 -3.14816 0.43076
H 1.40520 -2.48633 4.22602
H 2.29409 -3.09667 2.83856
H 1.03442 -4.08046 3.56558
H 2.65123 -2.34766 -0.61969
H 2.77412 -2.97540 1.02357
H 4.20519 -2.37594 0.21995
H 2.88019 0.26440 -1.04955
H 4.47875 -0.23891 -0.53756
H 3.73770 1.15411 0.22901
H 3.50100 -1.34794 2.93225
H 3.74176 0.35852 2.56476
H 4.85716 -0.85169 1.91982
C -2.96280 0.23236 1.03891
C -2.93667 1.40038 0.10477
C -4.02529 2.30840 0.12559
C -4.05942 3.32308 -0.77211
C -3.05798 3.42534 -1.76747
C -3.09580 4.41416 -2.77811
C -2.12269 4.41869 -3.73487
C -1.10989 3.43954 -3.73195
C -1.03478 2.45718 -2.77308
S 0.14638 1.16262 -2.84010
C -2.02407 2.47714 -1.75053
N -1.94907 1.52391 -0.74870
H -2.77924 0.52756 2.07115
H -2.23936 -0.53685 0.76212
H -3.95396 -0.22282 0.99257
H -4.80470 2.17862 0.86297
H -4.86580 4.04621 -0.75818
H -3.89208 5.14447 -2.77757
H -2.12538 5.16827 -4.51292
H -0.36331 3.44766 -4.51495
Cl 2.60088 4.74997 -3.42908
C 2.74713 3.35888 -2.35885
Cl 1.66978 3.47462 -0.94378
H 3.76211 3.30721 -1.97992
H 2.42584 2.46985 -2.89994
O -1.09632 -1.23262 -1.17903
C -0.10724 -1.68517 -1.80636
O 1.04450 -1.20977 -1.62402
C -0.30428 -2.80071 -2.77357
C -1.58500 -3.08047 -3.23731
C -1.78722 -4.10647 -4.14536
C -0.68529 -4.83209 -4.54750
C 0.59712 -4.59302 -4.10203
C 0.78166 -3.55162 -3.20619
N -0.89545 -5.93911 -5.52542
O -2.01726 -6.10864 -5.93811
O 0.06978 -6.59749 -5.83095
H -2.41248 -2.48281 -2.88322
H -2.76273 -4.34691 -4.53866
H 1.41476 -5.20161 -4.45524
H 1.77009 -3.30761 -2.84351
*
```